Computed, not measured: a molecular structure, C30H47BClInN2O31P in a non-equilibrium geometry, with ωB97M-V with the def2-TZVPD basis set.

Output
gap between HOMO and LUMO	0.1847	Eh
E_tot	-125990.076	eV
HOMO	-3.84	eV
relative energy (zero: lowest compared OMol25 entry of this formula, charge and spin)	0.0	kcal per mole
net charge	-1
largest force on an atom	1.26	eV Å⁻¹

Each line ends with the Mulliken charge.
CARTESIAN COORDINATES (ANGSTROEM)
1 N 2.43922 1.00011 -0.65394  -0.7203
2 P 2.58596 2.29075 -1.62518  0.2797
3 In 0.83000 4.06160 -0.93495  0.7639
4 Cl 1.78545 6.32731 -1.16489  -0.6018
5 B -0.98670 3.71103 -2.32857  0.1024
6 N -2.22121 3.17171 -1.77070  -0.5635
7 O -0.93868 3.98571 -3.70476  -0.5207
8 H 3.32402 0.82756 -0.18689  0.0700
9 H 2.40593 1.91553 -2.98568  -0.0876
10 H 3.90458 2.83085 -1.57301  -0.0797
11 H 0.46612 3.74786 0.74724  -0.2872
12 H -2.37454 2.20342 -2.04261  0.2105
13 H -2.13527 3.20117 -0.75947  0.1837
14 H -0.48132 3.30443 -4.20690  0.2767
15 C -3.16770 0.74103 2.71304  -0.1360
16 C -1.68039 0.55108 2.47830  -0.4127
17 O -1.34082 1.71258 1.71753  -0.2088
18 C -2.24749 2.67116 1.97139  0.4306
19 O -2.18028 3.80262 1.61127  -0.4546
20 O -3.28855 2.17202 2.68943  -0.2685
21 H -3.51202 0.35261 3.66737  0.2808
22 H -3.78094 0.32266 1.91894  0.1817
23 H -1.10130 0.56232 3.40439  0.2545
24 H -1.43735 -0.34622 1.91574  0.3096
25 C 5.88617 2.48135 -6.29143  -0.2620
26 C 4.45036 2.95782 -6.17933  -0.4711
27 O 3.86005 1.95476 -5.32881  -0.3040
28 C 4.84935 1.39493 -4.60558  0.1580
29 O 4.72754 0.65694 -3.67875  -0.2179
30 O 6.05924 1.77975 -5.06182  0.0057
31 H 6.61996 3.27605 -6.37153  0.3178
32 H 6.02576 1.77773 -7.11622  0.2456
33 H 4.36750 3.92169 -5.67519  0.3046
34 H 3.92709 3.00347 -7.13036  0.3034
35 C 5.66661 -2.52082 -4.65439  0.2457
36 C 7.13249 -2.14542 -4.68186  0.1035
37 O 7.71832 -3.25454 -5.37962  -0.4155
38 C 6.75532 -3.83200 -6.13961  0.6256
39 O 6.96404 -4.67108 -6.95918  -0.5693
40 O 5.54349 -3.32579 -5.84395  -0.3907
41 H 5.00731 -1.65954 -4.70429  0.2038
42 H 5.40159 -3.12375 -3.79632  -0.0550
43 H 7.32196 -1.23111 -5.24975  -0.0462
44 H 7.57156 -2.04849 -3.69171  0.2741
45 C 10.03703 0.90383 -4.67352  -0.1741
46 C 10.53887 1.99409 -3.74902  -0.1320
47 O 10.21951 3.18368 -4.48924  -0.3615
48 C 9.20274 2.89762 -5.32688  0.6721
49 O 8.57261 3.71003 -5.93244  -0.6114
50 O 8.97945 1.56836 -5.37446  -0.2270
51 H 9.65090 0.03436 -4.14854  0.1635
52 H 10.79074 0.58824 -5.39744  0.2698
53 H 10.00185 2.01380 -2.80016  0.1029
54 H 11.60769 1.94662 -3.56091  0.3109
55 C -7.53730 0.98522 3.58151  0.3449
56 C -8.48028 0.11561 2.77936  -0.1861
57 O -7.60666 -0.46014 1.79307  -0.3876
58 C -6.34961 -0.43563 2.27985  0.7159
59 O -5.41718 -0.98845 1.77808  -0.6062
60 O -6.28271 0.29703 3.40737  -0.3548
61 H -7.79553 1.05176 4.63240  0.2067
62 H -7.44919 1.98898 3.16141  -0.1674
63 H -8.90772 -0.69096 3.37412  0.0836
64 H -9.27772 0.67399 2.29731  0.3424
65 C 2.82420 -6.34391 -1.21243  -0.3439
66 C 4.05036 -6.64466 -2.05328  -0.3188
67 O 4.22801 -5.42351 -2.77153  -0.2847
68 C 3.64000 -4.42086 -2.06738  0.6338
69 O 3.75893 -3.26860 -2.31880  -0.4456
70 O 2.90766 -4.92752 -1.04737  -0.3402
71 H 2.83118 -6.83386 -0.24234  0.2810
72 H 1.89441 -6.58222 -1.73219  0.2593
73 H 4.93802 -6.82743 -1.44471  0.2639
74 H 3.91281 -7.46982 -2.74697  0.2737
75 C -10.66485 -1.67592 7.43135  -0.3669
76 C -9.47283 -2.18481 6.64636  -0.1176
77 O -9.14856 -1.04814 5.83371  -0.2364
78 C -9.62112 0.06421 6.44037  0.6120
79 O -9.35195 1.17247 6.09915  -0.5218
80 O -10.42015 -0.26163 7.47683  -0.3865
81 H -10.72683 -2.07967 8.43741  0.2970
82 H -11.60936 -1.84911 6.91365  0.2615
83 H -8.61767 -2.41613 7.28192  0.1749
84 H -9.70027 -3.04283 6.02564  0.2451
85 C -6.06078 4.69049 1.19049  -0.2223
86 C -5.55113 5.25121 2.50094  -0.1054
87 O -6.75354 5.76164 3.10009  -0.3724
88 C -7.80504 5.09932 2.57267  0.6743
89 O -8.92220 5.16449 2.97801  -0.5562
90 O -7.41530 4.34152 1.52134  -0.3763
91 H -5.51459 3.81305 0.85636  0.2135
92 H -6.07227 5.43226 0.39126  0.2829
93 H -5.13493 4.47290 3.14187  0.1417
94 H -4.81745 6.04103 2.37369  0.3496
95 C -6.47650 -5.84655 4.81883  -0.2809
96 C -5.89086 -5.35351 6.12757  -0.3077
97 O -7.04208 -4.80613 6.78336  -0.3171
98 C -8.14496 -5.39590 6.27043  0.7137
99 O -9.24323 -5.26302 6.71115  -0.5543
100 O -7.83349 -6.13309 5.18523  -0.3257
101 H -5.99598 -6.74191 4.43541  0.2894
102 H -6.47832 -5.07712 4.04567  0.2414
103 H -5.49381 -6.16406 6.74036  0.2628
104 H -5.13058 -4.58768 6.00390  0.2950
105 C 6.55422 0.84793 -1.24462  0.3087
106 C 6.38154 0.54045 0.22579  -0.3840
107 O 7.60444 -0.15823 0.53222  -0.3802
108 C 8.53939 0.20538 -0.36848  0.5789
109 O 9.69799 -0.07129 -0.29762  -0.5698
110 O 7.99010 0.92191 -1.36962  -0.2557
111 H 6.09897 1.78456 -1.55106  0.1667
112 H 6.18682 0.05318 -1.88982  -0.1045
113 H 6.32985 1.43967 0.84116  0.2480
114 H 5.52177 -0.08948 0.43477  0.3427


Computed, not measured: a molecular structure, C30H47BrCl2N3O6SiSr in a non-equilibrium geometry, with ωB97M-V with the def2-TZVPD basis set.

Output
gap between HOMO and LUMO	0.2478	Eh
E_tot	-152437.652	eV
HOMO	-4.44	eV
relative energy (zero: lowest compared OMol25 entry of this formula, charge and spin)	0.0	kcal per mole
net charge	-1
largest force on an atom	2.00	eV Å⁻¹

Each line ends with the Mulliken charge.
CARTESIAN COORDINATES (ANGSTROEM)
1 C -3.56920 0.94674 -2.47962  -1.3675
2 C -3.27638 1.98377 -1.43495  0.2820
3 H -4.63370 0.71433 -2.59066  0.3792
4 H -3.03022 0.03021 -2.19456  0.0572
5 H -3.19006 1.24452 -3.47244  0.3114
6 C -4.16518 2.82752 -0.90517  0.0674
7 C -5.61782 2.86484 -1.25101  -1.4733
8 H -3.83365 3.55555 -0.15594  0.5295
9 H -5.91454 1.94604 -1.76971  0.3336
10 H -5.86439 3.72416 -1.88839  0.2937
11 H -6.21335 2.94338 -0.33714  0.3204
12 Sr 0.14862 -0.90908 0.74124  1.4216
13 Cl -0.22228 -2.50061 -1.48953  -0.9030
14 C 1.29559 2.17006 1.91851  0.6229
15 O 0.83824 1.08325 2.33247  -0.8574
16 N 1.77148 3.14322 2.70525  0.3818
17 C 1.74328 3.01187 4.14825  -0.9894
18 C 2.28366 4.38707 2.15680  -1.0691
19 H 1.34921 2.41273 0.84677  0.2155
20 H 1.46915 1.98839 4.41394  0.2748
21 H 1.02075 3.71961 4.58198  0.2800
22 H 2.73901 3.26385 4.53659  0.3203
23 H 2.46332 4.27711 1.08086  0.3020
24 H 3.22691 4.64462 2.65732  0.4021
25 H 1.57958 5.21822 2.30346  0.2918
26 H 4.90297 -3.95455 1.82385  0.3321
27 H 4.99322 -4.13483 -0.30527  0.3214
28 C 3.82362 -4.02881 1.99068  -0.9352
29 C 3.93842 -4.37780 -0.48096  -0.8966
30 N 3.16282 -4.01663 0.69695  0.2657
31 H 3.47853 -3.20012 2.61067  0.2526
32 C 1.90487 -3.59539 0.63585  0.2047
33 O 1.26569 -3.16830 1.60544  -0.8455
34 H 3.56880 -3.82418 -1.35672  0.2780
35 H 1.45312 -3.60389 -0.38309  0.4552
36 H 3.60438 -4.96563 2.52305  0.3025
37 H 3.83514 -5.45705 -0.69346  0.2885
38 H -4.08162 -0.26904 0.02797  0.1564
39 H -4.57948 1.91075 1.60460  0.1483
40 C -4.01508 -0.80847 0.98171  -0.8536
41 C -4.49468 1.16599 2.41152  -0.7896
42 N -3.57232 0.10371 2.02984  0.4359
43 H -3.30397 -1.63479 0.88698  0.2123
44 C -2.41584 -0.08907 2.68494  0.3575
45 O -1.61385 -1.01938 2.42526  -0.8813
46 H -4.11282 1.64538 3.31789  0.3045
47 H -2.21444 0.63864 3.49609  0.1959
48 H -5.01213 -1.18896 1.23507  0.3950
49 H -5.49004 0.74449 2.59712  0.3273
50 O -1.70180 0.64355 -0.32097  -0.5446
51 C -1.84567 1.86320 -0.89566  0.0567
52 C -1.78031 3.21523 1.29884  0.8973
53 C -1.39817 3.08836 -0.04051  0.4606
54 H -2.28379 2.37016 1.80242  -0.5153
55 C -1.57398 4.42918 1.97497  -0.7319
56 H -1.21080 1.89975 -1.81013  0.1950
57 C -0.71592 4.13434 -0.66865  -0.4551
58 H -1.93803 4.55386 2.99631  0.3868
59 C -0.94566 5.49161 1.31627  -0.7178
60 C -0.50409 5.33559 -0.00121  -0.6677
61 H -0.39533 4.01927 -1.70579  0.3761
62 H -0.80947 6.45029 1.83516  0.3563
63 H -0.01292 6.16294 -0.51147  0.3275
64 Si -1.64952 -4.67257 -2.64674  0.8040
65 Cl -2.90839 -2.99199 -2.84252  -0.3050
66 C -1.95942 -5.44146 -0.93025  -0.8895
67 C 0.09679 -4.67910 -3.45868  -0.9266
68 C -2.41070 -6.05255 -3.79053  -1.1543
69 H -1.82573 -4.71843 -0.11704  0.1490
70 H -1.25620 -6.28012 -0.77191  0.2917
71 H -2.98697 -5.85052 -0.89061  0.2919
72 H -3.41587 -6.33874 -3.44496  0.3033
73 H -1.77742 -6.95837 -3.73361  0.2804
74 H -2.44349 -5.71894 -4.83787  0.2714
75 H 0.76970 -3.88761 -3.07963  0.2191
76 H -0.00317 -4.57196 -4.54930  0.3365
77 H 0.60759 -5.63913 -3.26012  0.2752
78 Br 3.52301 -0.08325 -3.44278  -0.1373
79 C 4.70610 0.44760 -2.06908  0.2247
80 C 6.03267 0.75204 -2.38617  -0.4748
81 C 6.93807 1.05747 -1.36442  -0.4561
82 C 6.49830 1.08020 -0.03436  -0.5622
83 C 5.16387 0.78748 0.27518  -0.4903
84 C 4.25183 0.49102 -0.74138  0.3380
85 C 2.82315 0.09712 -0.42822  0.1947
86 O 2.70469 -0.99347 0.21732  -0.4921
87 O 1.85807 0.82343 -0.78649  -0.4539
88 H 6.34480 0.74141 -3.43100  0.3687
89 H 7.98122 1.28254 -1.62283  0.3368
90 H 7.20576 1.32538 0.76820  0.3438
91 H 4.82384 0.77173 1.30993  0.4287


Computed, not measured: a molecular structure, C30H47BrN4OP2Re in a non-equilibrium geometry, with ωB97M-V with the def2-TZVPD basis set.

Output
gap between HOMO and LUMO (spin up / spin down)	0.2249 / 0.1440	Eh
E_tot	-130583.007	eV
HOMO (spin up / spin down)	-18.25 / -18.56	eV
relative energy (zero: lowest compared OMol25 entry of this formula, charge and spin)	12.6	kcal per mole
spin multiplicity	4
net charge	+4
largest force on an atom	6.99	eV Å⁻¹
expectation value of S²	3.812

Each line ends with the Löwdin spin population.
CARTESIAN COORDINATES (ANGSTROEM)
1 N -4.95195 2.21678 -3.84873  0.6984
2 C -4.64588 2.26592 -2.54421  0.0773
3 C -3.59022 1.50973 -2.00806  0.0479
4 C -2.65662 0.96600 -2.92611  -0.0039
5 C -3.13786 0.65276 -4.22043  0.0715
6 C -4.26206 1.38299 -4.63512  0.0693
7 C -1.31356 0.85610 -2.43021  -0.0050
8 Re 0.00855 0.11033 -1.34381  0.5860
9 P 2.27439 -0.50883 -1.13041  0.0568
10 C -0.06978 1.51445 -2.70896  -0.0082
11 C 0.60100 2.18414 -1.61747  0.0226
12 C 1.89191 2.79186 -1.71291  0.0083
13 C 2.51513 3.30911 -0.59602  0.0624
14 C 2.02175 3.06462 0.73730  0.0005
15 C 0.77255 2.46807 0.87716  0.0670
16 C 0.03446 2.03851 -0.31144  -0.0040
17 Br 3.12029 3.17134 2.15684  -0.0018
18 H -1.16307 0.31824 -0.24660  0.0025
19 H 0.31275 1.69056 -3.70150  -0.0018
20 H -3.41941 1.43474 -0.92964  0.0052
21 H -2.70113 -0.08278 -4.89352  0.0069
22 H -5.19266 2.94966 -1.87534  0.0141
23 H -4.61084 1.34546 -5.67204  0.0148
24 H 2.35625 2.97845 -2.68565  0.0002
25 H -1.02616 2.27757 -0.24640  0.0074
26 H 3.40542 3.94475 -0.71605  0.0020
27 H 0.34108 2.24467 1.85637  0.0024
28 P -1.56429 -1.83686 -0.81630  0.0419
29 C 3.96385 0.35905 -1.19895  0.0176
30 C 5.23268 -0.49581 -1.19929  0.0010
31 H 3.95323 1.02523 -0.32977  0.0024
32 H 3.98100 0.96470 -2.11735  0.0014
33 H 6.06231 0.01744 -0.69747  0.0005
34 H 5.11284 -1.47265 -0.71888  0.0005
35 H 5.59228 -0.69929 -2.21212  0.0000
36 C 2.68546 -1.33195 -2.77010  0.0085
37 C 3.80336 -2.35946 -2.91084  0.0012
38 H 2.88160 -0.47938 -3.44967  0.0000
39 H 1.75479 -1.79752 -3.09311  0.0002
40 H 3.65486 -2.92717 -3.84189  0.0004
41 H 4.77062 -1.87389 -3.06176  0.0000
42 H 3.83940 -3.08170 -2.08125  0.0005
43 C 2.76353 -1.61201 0.28619  0.0350
44 C 3.78915 -1.18990 1.33153  0.0043
45 H 3.11948 -2.50383 -0.24446  0.0030
46 H 1.81108 -1.87936 0.76074  0.0015
47 H 4.09321 -2.10417 1.84815  0.0020
48 H 4.70281 -0.71215 0.97375  0.0000
49 H 3.35513 -0.52006 2.07231  0.0002
50 C -1.26790 -2.15525 0.96497  0.0187
51 C -1.56960 -3.50023 1.63856  0.0060
52 H -1.78493 -1.34050 1.50360  0.0001
53 H -0.18913 -1.95634 1.06953  0.0060
54 H -2.64300 -3.70403 1.76663  0.0003
55 H -1.09031 -4.34182 1.12173  0.0001
56 H -1.13061 -3.48530 2.65071  0.0005
57 C -0.65138 -2.98919 -1.95899  0.0201
58 C -0.42701 -2.21227 -3.24486  0.0204
59 H -1.21570 -3.91397 -2.13307  0.0021
60 H 0.28541 -3.26862 -1.44905  0.0018
61 H -1.24310 -2.27947 -3.96978  0.0013
62 H -0.30514 -1.11651 -3.01763  0.0066
63 H 0.49752 -2.50177 -3.74958  0.0001
64 C -3.36612 -2.23269 -1.16922  -0.0018
65 C -4.39802 -1.77126 -0.11584  0.0000
66 H -3.40066 -3.33476 -1.27487  -0.0001
67 H -3.61799 -1.80933 -2.16294  0.0003
68 H -5.35350 -1.54213 -0.62055  0.0000
69 H -4.60533 -2.57841 0.60964  0.0000
70 H -4.06918 -0.87048 0.43057  0.0000
71 C -2.58376 0.02269 5.51917  0.0280
72 N -1.54443 1.02375 5.34520  0.2599
73 C -0.94040 1.59751 6.41746  0.0391
74 C -0.02791 2.58979 6.21244  0.3432
75 C 0.12473 3.08987 4.87449  0.0305
76 N -0.58858 2.64364 3.84552  0.0066
77 C -1.42554 1.58021 4.03188  0.0025
78 O -2.09205 1.07354 3.10823  0.1936
79 N 0.97085 4.11937 4.58988  0.0544
80 H -2.85955 -0.32516 4.51390  0.0011
81 H -3.42722 0.50198 6.03290  0.0166
82 H -2.21964 -0.77641 6.17038  0.0092
83 H -1.25362 1.14500 7.37720  -0.0008
84 H 0.49146 3.04774 7.05252  0.0118
85 H 1.69273 4.46963 5.18218  0.0003
86 H 0.95591 4.51670 3.68058  0.0008